{
  "formula": "C2H6N3O2",
  "method": "wB97M-V/def2-TZVPD",
  "species": ["C", "C", "N", "N", "N", "O", "O", "H", "H", "H", "H", "H", "H"],
  "coordinates": [[0.83, 0.46, 0.34], [-0.55, -0.10, 0.26], [-1.11, -0.56, 1.44], [-0.83, -1.03, -0.77], [-1.27, 0.24, 2.53], [-0.91, 1.43, 2.64], [-1.75, -0.36, 3.49], [1.35, -0.14, 1.09], [0.73, 1.45, 0.69], [1.41, 0.49, -0.56], [-1.34, 1.49, -0.08], [-1.81, -1.28, -0.55], [-0.37, -1.89, -0.55]],
  "homo_ev": -3.541,
  "spin_multiplicity": 1,
  "e_lumo_ev": 4.38,
  "total_charge": -1,
  "gap_ev": 7.9
}


{
  "formula": "C2H6N3OS",
  "method": "wB97M-V/def2-TZVPD",
  "species": ["C", "C", "N", "N", "N", "O", "S", "H", "H", "H", "H", "H", "H"],
  "coordinates": [[0.41, -0.12, -0.38], [1.92, 0.06, -0.08], [-0.36, 0.92, -0.70], [-0.19, -1.25, -0.21], [-2.09, 0.66, 1.19], [-1.56, -1.21, -0.50], [-2.09, 0.46, -0.27], [2.46, -0.32, -1.02], [2.03, -0.74, 0.74], [2.18, 0.95, 0.31], [-0.10, 1.85, -0.96], [0.27, -2.15, 0.08], [-2.87, 0.88, 1.80]],
  "homo_ev": -15.029,
  "spin_multiplicity": 1,
  "e_lumo_ev": -4.10,
  "total_charge": 1,
  "gap_ev": 10.9
}


{
  "formula": "C2H6N3OS",
  "method": "wB97M-V/def2-TZVPD",
  "species": ["C", "C", "N", "N", "N", "O", "S", "H", "H", "H", "H", "H", "H"],
  "coordinates": [[1.77, -0.81, -0.22], [0.38, 1.06, -0.34], [1.54, 0.44, -0.85], [0.74, -0.83, 0.71], [-0.29, 0.02, 0.44], [2.66, -1.58, -0.35], [-2.15, -1.31, -0.51], [0.67, 1.77, 0.36], [-0.34, 1.37, -1.19], [2.22, 0.83, -1.46], [0.67, -1.50, 1.47], [-0.89, 0.39, 1.23], [-3.08, -0.21, -0.62]],
  "homo_ev": [-14.497, -14.494],
  "spin_multiplicity": 1,
  "e_lumo_ev": [-7.59, -7.60],
  "total_charge": 1,
  "gap_ev": [6.9, 6.9]
}


{
  "formula": "C2H6N3S",
  "method": "wB97M-V/def2-TZVPD",
  "species": ["H", "N", "C", "N", "C", "N", "S", "H", "H", "H", "H", "H"],
  "coordinates": [[-0.92, 1.17, -2.54], [-0.41, 0.81, -1.74], [-0.88, -0.09, -0.96], [-0.40, -0.45, 0.32], [0.51, 0.50, 0.89], [1.82, 0.25, 0.31], [2.22, 1.45, -0.64], [-1.71, -0.69, -1.15], [-0.23, -1.39, 0.59], [0.43, 0.30, 2.05], [0.07, 1.50, 0.74], [2.36, -0.47, 0.71]],
  "homo_ev": [-14.264, -14.349],
  "smiles": "[H]/N=C/NC[NH+]=S",
  "spin_multiplicity": 1,
  "e_lumo_ev": [-7.55, -7.48],
  "total_charge": 1,
  "gap_ev": [6.7, 6.9]
}


{
  "formula": "C2H6N3S",
  "method": "wB97M-V/def2-TZVPD",
  "species": ["C", "C", "N", "N", "N", "S", "H", "H", "H", "H", "H", "H"],
  "coordinates": [[1.02, 0.48, -0.07], [-0.57, -1.16, -0.10], [-2.56, 0.35, 0.49], [0.84, -0.83, -0.10], [1.98, 1.31, -0.08], [-1.35, 0.51, -0.48], [-0.85, -1.90, -0.93], [-1.16, -1.59, 0.77], [-3.26, 1.19, 0.49], [1.42, -1.67, -0.21], [1.71, 2.22, -0.21], [2.78, 1.08, 0.44]],
  "homo_ev": [-13.293, -13.288],
  "spin_multiplicity": 1,
  "e_lumo_ev": [-5.35, -5.36],
  "total_charge": 1,
  "gap_ev": [7.9, 7.9]
}


{
  "formula": "C2H6N3S2",
  "method": "wB97M-V/def2-TZVPD",
  "species": ["C", "C", "N", "N", "N", "S", "S", "H", "H", "H", "H", "H", "H"],
  "coordinates": [[1.90, -0.03, 0.03], [2.34, -1.32, 0.05], [3.63, -1.36, -0.15], [1.77, -2.55, 0.05], [4.32, 0.12, -0.17], [3.16, 1.10, -0.01], [-2.55, 2.84, -0.20], [0.88, 0.39, 0.35], [4.14, -2.18, -0.02], [0.79, -2.44, 0.31], [2.20, -3.42, 0.11], [-2.83, 3.44, 0.97], [-3.43, 3.76, -0.88]],
  "homo_ev": -12.089,
  "spin_multiplicity": 1,
  "e_lumo_ev": -5.80,
  "total_charge": 1,
  "gap_ev": 6.3
}


{
  "formula": "C2H6N4",
  "method": "wB97M-V/def2-TZVPD",
  "species": ["N", "N", "C", "C", "N", "N", "H", "H", "H", "H", "H", "H"],
  "coordinates": [[-2.00, 0.14, -0.02], [-0.64, 0.08, -0.43], [0.08, -1.10, -0.36], [1.35, -0.90, -0.06], [1.57, 0.54, 0.30], [0.22, 1.11, 0.13], [-2.05, 0.36, 1.09], [-2.29, 1.09, -0.33], [-0.34, -1.91, -0.90], [2.18, -1.58, -0.02], [2.10, 0.98, -0.43], [-0.18, 1.21, 1.03]],
  "homo_ev": -7.567,
  "smiles": "NN1C=CNN1",
  "spin_multiplicity": 1,
  "e_lumo_ev": 1.10,
  "gap_ev": 8.7
}


{
  "formula": "C2H6N4",
  "method": "wB97M-V/def2-TZVPD",
  "species": ["C", "C", "N", "N", "N", "N", "H", "H", "H", "H", "H", "H"],
  "coordinates": [[0.62, -1.36, 0.23], [1.47, 0.74, -0.31], [-3.55, -0.20, -0.51], [-2.56, 0.27, -0.11], [-1.84, 0.90, 0.61], [0.48, -0.13, 0.38], [1.46, -1.74, -0.39], [-0.08, -2.00, 0.75], [2.00, 1.28, 0.52], [2.10, 0.02, -0.89], [0.73, 1.45, -0.88], [-0.85, 0.77, 0.62]],
  "homo_ev": -9.228,
  "spin_multiplicity": 1,
  "e_lumo_ev": 0.82,
  "gap_ev": 10.0
}


Relative energy (zero: lowest compared OMol25 entry of this formula, charge and spin) across the listed records, respectively: 683.6 412.2 425.5 327.6 353.8 329.5 431.1 391.2 kJ/mol.
Total energy across the listed records, respectively: -10732.165 -19513.949 -19513.812 -17466.743 -17466.471 -28302.199 -8127.625 -8128.038 eV.